{
  "formula": "C40H57BaFN2O6PS",
  "method": "ωB97M-V/def2-TZVPD",
  "symbols": ["Ba", "O", "C", "O", "C", "C", "C", "N", "C", "C", "C", "O", "O", "H", "H", "H", "O", "S", "C", "C", "C", "C", "H", "H", "H", "H", "H", "H", "H", "H", "F", "C", "C", "C", "C", "C", "C", "H", "H", "H", "H", "O", "P", "C", "C", "C", "C", "C", "C", "C", "C", "C", "C", "C", "C", "C", "C", "C", "C", "C", "C", "H", "H", "H", "H", "H", "H", "H", "H", "H", "H", "H", "H", "H", "H", "H", "H", "H", "H", "H", "H", "H", "H", "H", "H", "H", "H", "H", "H", "H", "H", "H", "H", "H", "C", "C", "C", "C", "C", "N", "H", "H", "H", "H", "H", "H", "H", "H", "H"],
  "xyz": [[2.099, 1.242, -0.354], [-3.646, 4.530, 0.423], [-2.844, 5.508, 0.532], [-3.047, 6.730, 0.635], [-1.408, 4.988, 0.526], [-0.869, 4.414, 1.676], [0.239, 3.604, 1.579], [0.857, 3.340, 0.415], [0.395, 3.980, -0.679], [-0.696, 4.830, -0.653], [1.027, 3.662, -2.023], [1.020, 4.546, -2.875], [1.508, 2.458, -2.161], [-1.357, 4.554, 2.632], [0.638, 3.098, 2.457], [-1.013, 5.303, -1.575], [4.107, 2.359, -0.921], [4.118, 2.363, -2.452], [5.881, 2.088, -2.883], [6.506, 3.427, -3.263], [5.379, 4.230, -3.906], [4.201, 4.104, -2.951], [5.884, 1.384, -3.718], [6.326, 1.611, -2.012], [7.359, 3.301, -3.929], [6.858, 3.944, -2.367], [5.122, 3.796, -4.877], [5.642, 5.273, -4.070], [3.239, 4.391, -3.370], [4.368, 4.640, -2.011], [5.079, -4.629, -2.729], [4.491, -3.521, -2.195], [5.012, -2.279, -2.483], [4.376, -1.154, -1.929], [3.238, -1.198, -1.092], [2.797, -2.519, -0.848], [3.390, -3.674, -1.379], [5.892, -2.199, -3.124], [4.825, -0.185, -2.177], [1.927, -2.674, -0.195], [3.009, -4.677, -1.171], [-0.723, 0.310, 0.713], [-2.159, -0.015, 0.355], [-2.270, -1.555, -0.654], [-3.540, -2.393, -0.420], [-3.502, -3.639, -1.308], [-2.296, -4.552, -0.967], [-1.278, -3.845, -0.065], [-0.973, -2.431, -0.560], [-3.174, -0.353, 1.820], [-2.457, -1.433, 2.701], [-2.015, -0.871, 4.062], [-1.301, 0.469, 3.870], [-2.265, 1.535, 3.289], [-3.507, 0.913, 2.634], [-2.970, 1.357, -0.501], [-2.159, 1.893, -1.706], [-2.476, 1.241, -3.060], [-3.982, 1.234, -3.323], [-4.723, 0.508, -2.198], [-4.464, 1.180, -0.843], [-2.336, -1.168, -1.671], [-4.432, -1.805, -0.649], [-3.622, -2.694, 0.630], [-3.440, -3.309, -2.349], [-4.437, -4.193, -1.210], [-1.797, -4.862, -1.888], [-2.642, -5.465, -0.476], [-0.358, -4.429, -0.029], [-1.667, -3.802, 0.960], [-0.505, -2.502, -1.545], [-0.237, -1.948, 0.084], [-4.109, -0.757, 1.429], [-1.555, -1.794, 2.194], [-3.111, -2.297, 2.846], [-1.353, -1.593, 4.546], [-2.883, -0.743, 4.719], [-0.470, 0.313, 3.178], [-0.880, 0.816, 4.816], [-1.743, 2.131, 2.546], [-2.596, 2.222, 4.072], [-4.003, 1.660, 2.007], [-4.229, 0.629, 3.405], [-2.910, 2.140, 0.265], [-1.093, 1.811, -1.495], [-2.386, 2.959, -1.783], [-2.091, 0.218, -3.106], [-1.954, 1.799, -3.841], [-4.202, 0.768, -4.286], [-4.338, 2.272, -3.370], [-4.401, -0.539, -2.182], [-5.798, 0.506, -2.395], [-4.983, 0.638, -0.044], [-4.893, 2.188, -0.865], [3.120, -3.464, 4.620], [2.118, -3.405, 3.455], [0.696, -3.693, 3.962], [2.521, -4.415, 2.370], [2.144, -2.027, 2.893], [2.175, -0.929, 2.543], [3.104, -4.466, 5.056], [2.862, -2.739, 5.397], [4.131, -3.251, 4.270], [0.659, -4.703, 4.379], [-0.025, -3.627, 3.144], [0.403, -2.981, 4.738], [2.582, -5.412, 2.822], [3.486, -4.163, 1.928], [1.784, -4.441, 1.567]],
  "forces_ev_per_angstrom": [[-0.93, -3.96, 3.11], [0.48, 0.71, 0.07], [-0.49, 0.00, 0.00], [0.06, -0.65, -0.06], [-0.24, -0.24, 0.08], [-0.05, 0.05, 0.11], [0.32, 0.03, -0.31], [-0.90, 1.45, 0.24], [-0.05, -0.04, 0.33], [0.03, 0.08, -0.13], [0.04, -0.16, -0.37], [0.15, -0.30, 0.02], [-1.26, 2.43, -1.65], [-0.05, -0.06, -0.01], [-0.01, 0.05, -0.08], [-0.02, -0.10, 0.07], [1.45, 0.97, -0.97], [1.19, 0.09, 0.05], [0.05, 0.02, -0.05], [-0.07, 0.01, 0.05], [0.00, -0.11, 0.07], [-0.19, 0.08, -0.06], [0.02, 0.03, 0.04], [-0.01, -0.05, -0.03], [0.04, -0.04, -0.01], [-0.01, -0.02, -0.01], [0.00, 0.04, 0.00], [0.00, 0.06, 0.00], [-0.08, 0.00, 0.05], [-0.01, -0.03, -0.09], [0.09, -0.15, -0.06], [-0.04, 0.13, 0.04], [0.02, 0.31, 0.00], [0.02, -0.23, 0.00], [0.40, -0.77, -0.37], [0.03, -0.04, -0.01], [-0.24, 0.06, 0.20], [-0.21, -0.02, 0.14], [-0.09, -0.30, 0.04], [0.20, 0.01, -0.17], [0.08, 0.23, -0.04], [-0.45, -0.07, -0.46], [0.78, 0.03, 0.18], [0.26, -0.19, 0.03], [0.08, -0.08, -0.05], [0.16, 0.00, 0.07], [-0.05, 0.13, 0.02], [-0.14, 0.10, -0.02], [-0.31, 0.04, 0.05], [0.09, 0.01, 0.43], [-0.02, 0.30, 0.03], [-0.01, 0.10, -0.13], [-0.22, -0.01, -0.11], [0.00, -0.23, 0.07], [0.12, -0.08, -0.02], [0.01, 0.09, -0.34], [-0.19, -0.17, -0.03], [-0.11, 0.09, 0.21], [0.03, 0.06, 0.14], [0.13, 0.13, 0.01], [0.08, -0.03, -0.04], [0.01, -0.06, -0.08], [0.04, -0.04, 0.08], [0.03, 0.01, -0.10], [-0.01, -0.02, 0.01], [-0.02, -0.01, -0.03], [-0.02, 0.00, 0.01], [0.00, 0.00, -0.02], [0.08, -0.02, 0.03], [0.07, -0.01, -0.06], [-0.02, 0.04, -0.02], [-0.03, 0.06, 0.02], [-0.04, -0.03, 0.10], [-0.06, 0.01, -0.02], [-0.04, -0.02, -0.01], [-0.06, 0.04, 0.00], [0.03, -0.03, -0.01], [-0.01, 0.03, 0.00], [0.00, 0.00, 0.02], [0.04, 0.01, -0.02], [0.00, 0.00, -0.01], [0.02, -0.07, 0.09], [-0.01, 0.00, -0.02], [0.01, 0.13, -0.05], [0.06, 0.04, 0.01], [-0.01, 0.01, 0.05], [0.00, 0.00, -0.01], [0.00, -0.02, 0.01], [-0.01, 0.01, -0.02], [0.02, -0.11, -0.03], [-0.04, 0.09, -0.05], [-0.01, -0.02, 0.01], [0.00, 0.07, -0.07], [0.01, -0.04, 0.03], [-0.02, 0.12, 0.01], [0.01, 0.15, -0.14], [0.05, 0.03, -0.02], [-0.03, 0.02, 0.02], [0.04, 0.32, 0.11], [-0.05, -0.53, 0.03], [-0.01, 0.06, -0.04], [0.02, -0.08, -0.08], [-0.05, -0.02, 0.03], [0.01, 0.07, -0.03], [0.01, -0.01, 0.03], [0.06, -0.09, -0.08], [-0.01, 0.11, -0.06], [-0.06, -0.01, 0.05], [0.01, 0.02, 0.01]],
  "total_charge": -1,
  "de_lowest_ev": 1.554,
  "total_energy_ev": -81210.5698,
  "e_lumo_ha": 0.0755
}



{
  "formula": "C3H8NO2S",
  "method": "ωB97M-V/def2-TZVPD",
  "symbols": ["O", "C", "N", "C", "C", "S", "H", "H", "H", "H", "H", "H", "H", "H", "O"],
  "xyz": [[-0.812, 2.683, -0.878], [-0.491, 2.113, 0.154], [-0.492, 0.784, 0.373], [0.212, 0.166, 1.483], [1.230, -0.870, 1.021], [0.510, -2.536, 0.760], [-0.352, 2.681, 1.093], [-0.578, 0.229, -0.467], [-0.537, -0.316, 2.114], [0.672, 0.825, 2.180], [1.920, -1.043, 1.829], [1.782, -0.452, 0.188], [-0.144, -0.261, -2.905], [-1.159, 0.803, -2.539], [-0.679, 0.442, -3.302]],
  "forces_ev_per_angstrom": [[0.17, -0.25, -0.14], [-0.99, 0.03, 0.51], [0.71, 1.01, -0.43], [-0.85, -1.52, 0.29], [-0.58, -0.70, 0.55], [-0.12, 0.31, -0.63], [0.44, 0.02, -0.10], [-0.03, -0.41, 0.21], [0.01, -0.43, -0.13], [0.48, 1.52, -0.04], [0.53, 0.37, 0.37], [0.19, -0.03, -0.40], [-0.10, 0.08, -0.21], [0.19, 0.26, -0.34], [-0.04, -0.27, 0.49]],
  "total_charge": -1,
  "de_lowest_ev": 1.538,
  "total_energy_ev": -19662.2815,
  "e_lumo_ha": 0.1359
}



{
  "formula": "C4H9N2S",
  "method": "ωB97M-V/def2-TZVPD",
  "symbols": ["C", "C", "C", "C", "N", "N", "S", "H", "H", "H", "H", "H", "H", "H", "H", "H"],
  "xyz": [[1.309, -0.906, 2.904], [-0.967, -1.025, 0.363], [1.514, 1.622, -0.808], [-2.448, -0.363, -1.969], [-0.114, -1.116, 1.208], [0.906, -0.671, 1.744], [-2.141, -1.626, -0.551], [0.771, -1.407, 3.596], [2.311, -0.457, 3.070], [1.983, 2.430, -0.386], [0.474, 1.907, -1.080], [1.619, 0.774, -0.165], [2.131, 1.457, -1.560], [-2.115, -0.926, -2.870], [-1.800, 0.536, -1.653], [-3.432, -0.229, -1.843]],
  "forces_ev_per_angstrom": [[3.05, 2.06, -1.07], [3.00, -0.96, 2.58], [-3.26, -0.16, 1.84], [5.49, -0.56, 1.03], [-5.60, 0.27, -4.16], [3.22, 1.24, 0.48], [-1.56, -0.07, -1.09], [-1.48, -1.91, 2.29], [-0.92, -0.39, 0.50], [0.70, 2.13, 1.67], [0.76, -0.44, 0.04], [-0.39, -0.44, 0.60], [2.15, -1.06, -4.21], [-0.36, 0.87, 0.59], [-1.21, -1.36, -1.04], [-3.60, 0.81, -0.03]],
  "total_charge": 1,
  "de_lowest_ev": 5.659,
  "total_energy_ev": -18097.8683,
  "e_lumo_ha": -0.2080
}



{
  "formula": "C32H51AuN3O3P",
  "method": "ωB97M-V/def2-TZVPD",
  "symbols": ["Au", "O", "C", "C", "C", "C", "C", "C", "C", "C", "N", "H", "H", "H", "H", "H", "H", "H", "H", "H", "H", "H", "N", "C", "C", "C", "N", "C", "C", "H", "H", "H", "H", "H", "H", "C", "C", "C", "C", "C", "C", "P", "C", "C", "C", "C", "C", "C", "C", "C", "C", "C", "C", "C", "H", "H", "H", "H", "H", "H", "H", "H", "H", "H", "H", "H", "H", "H", "H", "H", "H", "H", "H", "H", "H", "H", "H", "H", "H", "H", "H", "H", "H", "H", "H", "H", "H", "O", "C", "O", "H"],
  "xyz": [[-1.483, -0.093, -0.245], [-1.675, -0.123, 2.240], [-2.320, -1.085, 3.071], [-3.838, -0.935, 3.080], [-4.383, -0.764, 1.656], [-4.029, -1.923, 0.780], [-4.743, -3.117, 0.896], [-4.450, -4.177, 0.064], [-3.454, -4.018, -0.888], [-2.753, -2.830, -0.908], [-3.022, -1.827, -0.080], [-2.071, 0.739, 2.428], [-1.923, -0.979, 4.087], [-2.027, -2.068, 2.701], [-4.131, -0.064, 3.671], [-4.273, -1.813, 3.552], [-3.987, 0.150, 1.216], [-5.469, -0.667, 1.708], [-5.525, -3.184, 1.634], [-4.987, -5.108, 0.150], [-3.208, -4.800, -1.586], [-1.951, -2.676, -1.611], [-1.655, 1.035, -6.448], [-1.449, 0.879, -5.140], [-1.015, -0.359, -4.618], [-0.847, -0.503, -3.268], [-1.024, 0.496, -2.402], [-1.420, 1.680, -2.875], [-1.639, 1.919, -4.207], [-1.527, 0.258, -7.078], [-2.014, 1.893, -6.830], [-0.828, -1.188, -5.282], [-0.530, -1.447, -2.851], [-1.569, 2.457, -2.143], [-1.965, 2.892, -4.537], [3.861, -0.057, -3.384], [3.738, -1.148, -2.328], [2.376, -1.066, -1.632], [2.243, 0.301, -0.962], [2.271, 1.368, -2.054], [3.630, 1.313, -2.760], [0.852, 0.478, 0.278], [1.285, -0.574, 1.755], [0.805, -2.014, 1.531], [1.256, -2.869, 2.711], [2.779, -3.040, 2.683], [3.477, -1.865, 1.994], [2.747, -0.548, 2.249], [0.825, 2.291, 0.721], [-0.215, 2.609, 1.806], [-0.009, 4.035, 2.323], [1.296, 4.122, 3.118], [2.323, 3.113, 2.600], [2.187, 2.921, 1.093], [3.133, -0.229, -4.179], [4.854, -0.095, -3.827], [4.531, -1.024, -1.587], [3.860, -2.132, -2.784], [2.300, -1.876, -0.910], [1.587, -1.194, -2.374], [3.127, 0.437, -0.320], [2.122, 2.367, -1.651], [1.481, 1.178, -2.782], [4.423, 1.519, -2.038], [3.672, 2.088, -3.526], [0.644, -0.156, 2.539], [1.210, -2.439, 0.613], [-0.281, -2.013, 1.435], [0.772, -3.846, 2.684], [0.951, -2.379, 3.637], [3.045, -3.959, 2.160], [3.145, -3.140, 3.705], [3.558, -2.049, 0.921], [4.493, -1.784, 2.382], [3.307, 0.275, 1.805], [2.736, -0.385, 3.329], [0.467, 2.744, -0.215], [-0.096, 1.935, 2.657], [-1.218, 2.493, 1.390], [-0.847, 4.325, 2.960], [0.005, 4.731, 1.480], [1.113, 3.927, 4.177], [1.697, 5.136, 3.047], [2.198, 2.149, 3.100], [3.327, 3.467, 2.834], [3.019, 2.328, 0.715], [2.254, 3.900, 0.614], [-3.709, 0.418, -1.638], [-3.779, 1.405, -0.925], [-3.020, 1.727, 0.006], [-4.617, 2.125, -1.112]],
  "forces_ev_per_angstrom": [[0.76, -0.44, -0.27], [-0.14, 0.40, -0.21], [-0.31, -0.43, 0.69], [0.31, 0.21, -0.32], [-0.01, 0.04, 0.16], [-0.57, -0.40, 0.34], [0.17, 0.21, -0.11], [0.05, 0.04, -0.02], [0.18, 0.11, 0.06], [-0.10, -0.63, -0.25], [0.40, 1.00, 0.01], [0.12, 0.12, 0.02], [-0.04, -0.10, -0.10], [0.01, 0.06, -0.06], [0.01, -0.03, 0.06], [-0.03, -0.05, 0.11], [-0.14, -0.10, 0.12], [0.02, 0.00, -0.08], [-0.15, -0.03, 0.08], [-0.10, -0.08, -0.04], [0.04, -0.11, -0.08], [0.12, -0.01, -0.12], [-0.05, 0.00, -0.26], [0.10, -0.12, 0.41], [0.00, 0.07, 0.04], [0.10, -0.24, -0.32], [-0.23, -0.19, 0.63], [-0.05, 0.30, -0.28], [0.08, -0.10, 0.03], [-0.04, 0.13, 0.00], [0.05, -0.03, 0.02], [0.01, -0.15, 0.00], [0.00, -0.12, -0.04], [-0.02, 0.18, 0.07], [0.00, 0.16, 0.03], [0.27, 0.03, 0.23], [-0.26, -0.02, -0.25], [0.32, -0.26, 0.29], [-0.63, -0.08, 0.03], [0.30, 0.31, 0.10], [-0.23, -0.06, -0.22], [0.66, 0.61, 0.35], [-0.46, 0.14, -0.19], [-0.14, -0.07, 0.15], [-0.04, -0.10, -0.16], [0.06, -0.03, 0.02], [0.06, 0.03, 0.10], [0.26, 0.08, -0.13], [-0.22, -0.27, -0.14], [-0.11, 0.12, -0.01], [-0.14, -0.04, 0.06], [0.05, 0.04, 0.06], [0.14, 0.07, -0.03], [0.19, -0.16, 0.01], [-0.05, -0.02, -0.11], [0.02, 0.00, -0.15], [0.04, -0.08, 0.06], [0.03, 0.00, 0.07], [-0.07, -0.06, 0.00], [-0.08, -0.02, -0.01], [-0.19, 0.02, 0.02], [-0.06, 0.11, 0.05], [-0.10, 0.00, 0.00], [0.05, 0.09, 0.05], [0.04, 0.05, 0.04], [0.07, -0.01, -0.14], [-0.03, -0.01, -0.07], [-0.08, -0.10, -0.05], [-0.05, 0.05, 0.05], [-0.09, 0.00, 0.07], [-0.01, -0.05, 0.05], [0.04, -0.04, -0.01], [0.05, 0.02, -0.05], [0.03, 0.05, -0.16], [0.03, 0.08, 0.14], [-0.03, 0.16, -0.05], [0.06, -0.04, 0.07], [-0.09, -0.11, -0.01], [-0.01, -0.03, 0.09], [-0.03, 0.02, -0.11], [-0.04, -0.02, -0.01], [-0.03, 0.07, -0.04], [0.00, -0.07, 0.04], [0.05, -0.01, 0.05], [0.03, -0.14, 0.00], [0.07, 0.06, -0.09], [0.02, -0.05, -0.09], [-0.48, 0.10, -0.23], [-1.28, -0.75, -1.63], [1.30, 0.67, 1.30], [0.22, 0.02, 0.26]],
  "spin_multiplicity": 3,
  "total_charge": 2,
  "de_lowest_ev": 1.599,
  "total_energy_ev": -57591.0999,
  "e_lumo_ha": [-0.1654, -0.3494]
}